# 1
{"formula": "C23H71HfN5O11", "method": "ωB97M-V/def2-TZVPD", "total_charge": 2, "homo_lumo_gap_ev": 1.1, "homo_energy_ev": -11.8316, "e_above_lowest_kj_mol": 1487.82, "fmax_ev_per_a": 3.8, "symbols": ["Hf", "C", "O", "H", "H", "H", "C", "C", "O", "H", "H", "H", "H", "H", "O", "H", "H", "O", "H", "H", "O", "H", "H", "O", "H", "H", "C", "C", "C", "O", "C", "N", "H", "H", "H", "H", "H", "H", "H", "H", "H", "H", "H", "C", "C", "C", "O", "C", "N", "H", "H", "H", "H", "H", "H", "H", "H", "H", "H", "H", "C", "C", "C", "O", "C", "N", "H", "H", "H", "H", "H", "H", "H", "H", "H", "H", "H", "C", "C", "C", "O", "C", "N", "H", "H", "H", "H", "H", "H", "H", "H", "H", "H", "H", "C", "C", "C", "O", "C", "N", "H", "H", "H", "H", "H", "H", "H", "H", "H", "H", "H"], "coordinates": [[3.954, -3.258, -7.703], [0.069, -7.423, -5.215], [0.898, -6.705, -6.141], [0.699, -8.182, -4.749], [-0.375, -6.708, -4.523], [-0.730, -7.943, -5.743], [1.874, -0.279, -1.952], [2.462, 0.585, -3.081], [3.226, -0.016, -4.105], [2.707, -0.684, -1.376], [1.225, -1.072, -2.321], [1.258, 0.342, -1.302], [3.054, 1.355, -2.585], [1.629, 1.175, -3.463], [5.928, -5.142, -4.242], [6.583, -5.838, -4.296], [5.795, -5.010, -3.303], [4.263, 0.130, -10.253], [3.878, 0.999, -10.140], [4.497, 0.089, -11.180], [8.088, 2.092, -2.947], [7.227, 1.910, -3.324], [8.542, 2.599, -3.620], [0.110, -1.356, -8.398], [-0.251, -0.479, -8.527], [-0.657, -1.917, -8.283], [-9.859, 1.800, -2.384], [-9.973, 1.025, -3.610], [-8.608, 0.289, -3.846], [-7.547, 1.191, -4.130], [-6.347, 0.422, -4.112], [-11.060, 0.130, -3.481], [-10.829, 2.097, -1.987], [-9.216, 2.673, -2.501], [-9.469, 1.210, -1.554], [-10.140, 1.717, -4.436], [-8.634, -0.386, -4.701], [-8.399, -0.322, -2.968], [-6.021, 0.035, -3.146], [-5.587, 1.164, -4.356], [-6.205, -0.307, -4.909], [-11.170, -0.501, -4.261], [-11.849, 0.756, -3.412], [-4.008, 4.927, 1.362], [-2.492, 5.056, 1.648], [-1.676, 5.052, 0.314], [-1.673, 6.398, -0.202], [-0.667, 6.525, -1.168], [-2.305, 6.254, 2.304], [-4.589, 5.101, 2.268], [-4.213, 3.890, 1.096], [-4.334, 5.542, 0.524], [-2.177, 4.263, 2.326], [-2.006, 4.230, -0.322], [-0.693, 4.698, 0.622], [0.295, 6.792, -0.731], [-0.922, 7.424, -1.729], [-0.536, 5.598, -1.726], [-1.352, 6.344, 2.624], [-2.267, 6.983, 1.607], [-2.520, -1.589, 7.835], [-3.495, -0.767, 6.925], [-4.089, -1.480, 5.664], [-3.229, -2.097, 4.706], [-3.903, -2.445, 3.502], [-4.543, -0.209, 7.651], [-3.205, -2.368, 8.169], [-2.144, -1.015, 8.682], [-1.752, -2.137, 7.288], [-2.912, 0.054, 6.507], [-4.778, -0.861, 5.090], [-4.835, -2.153, 6.088], [-4.660, -3.227, 3.560], [-3.171, -2.859, 2.808], [-4.388, -1.544, 3.128], [-5.132, 0.465, 7.183], [-4.083, 0.260, 8.418], [2.919, -6.327, 3.186], [3.683, -6.128, 1.798], [5.018, -5.355, 2.018], [5.593, -5.037, 0.711], [6.880, -4.443, 0.761], [3.931, -7.451, 1.255], [2.462, -5.391, 3.506], [3.597, -6.741, 3.933], [2.066, -7.000, 3.103], [2.964, -5.627, 1.149], [5.700, -5.793, 2.746], [4.680, -4.502, 2.607], [7.255, -4.091, -0.200], [7.615, -5.105, 1.219], [6.836, -3.519, 1.336], [4.641, -7.146, 0.605], [3.094, -7.644, 0.724], [6.104, 5.357, 1.528], [6.574, 4.281, 2.589], [5.423, 3.315, 2.996], [4.540, 3.804, 3.933], [3.519, 2.930, 4.481], [7.724, 3.494, 2.105], [5.816, 4.922, 0.571], [6.842, 6.093, 1.210], [5.234, 5.895, 1.905], [6.770, 4.808, 3.523], [5.958, 2.502, 3.487], [4.839, 2.922, 2.164], [3.878, 2.391, 5.359], [3.309, 2.128, 3.773], [2.585, 3.445, 4.703], [7.422, 3.053, 1.248], [7.948, 2.597, 2.513]], "lowdin_charge": [1.239, -0.126, -0.077, 0.094, 0.085, 0.120, -0.070, -0.310, 0.008, 0.083, 0.080, 0.081, 0.149, 0.148, -0.088, 0.038, 0.029, -0.094, 0.036, 0.038, -0.051, 0.017, 0.034, -0.090, 0.036, 0.034, -0.084, -0.481, -0.199, -0.166, -0.130, 0.065, 0.085, 0.091, 0.089, 0.145, 0.119, 0.121, 0.087, 0.081, 0.085, 0.087, 0.088, -0.049, -0.445, -0.181, -0.188, -0.109, 0.073, 0.079, 0.069, 0.084, 0.140, 0.121, 0.115, 0.088, 0.097, 0.086, 0.097, 0.088, -0.021, -0.450, -0.185, -0.176, -0.109, 0.071, 0.082, 0.078, 0.079, 0.137, 0.110, 0.126, 0.088, 0.086, 0.082, 0.100, 0.095, -0.059, -0.427, -0.169, -0.204, -0.117, 0.030, 0.064, 0.075, 0.067, 0.123, 0.130, 0.114, 0.078, 0.091, 0.082, 0.053, 0.070, -0.048, -0.365, -0.251, -0.182, -0.064, 0.055, 0.062, 0.071, 0.074, 0.137, 0.116, 0.123, 0.086, 0.074, 0.087, 0.066, 0.070]}


# 2
{"formula": "C23H77N25O14", "method": "ωB97M-V/def2-TZVPD", "homo_lumo_gap_ev": 8.3, "homo_energy_ev": -8.5732, "e_above_lowest_kj_mol": 200.85, "fmax_ev_per_a": 3.7, "symbols": ["C", "C", "C", "O", "C", "N", "H", "H", "H", "H", "H", "H", "H", "H", "H", "H", "H", "C", "C", "C", "O", "C", "N", "H", "H", "H", "H", "H", "H", "H", "H", "H", "H", "H", "C", "C", "C", "O", "C", "N", "H", "H", "H", "H", "H", "H", "H", "H", "H", "H", "H", "C", "O", "N", "N", "H", "H", "H", "H", "C", "O", "N", "N", "H", "H", "H", "H", "C", "O", "N", "N", "H", "H", "H", "H", "C", "O", "N", "N", "H", "H", "H", "H", "C", "O", "N", "N", "H", "H", "H", "H", "C", "O", "N", "N", "H", "H", "H", "H", "C", "O", "N", "N", "H", "H", "H", "H", "C", "O", "N", "N", "H", "H", "H", "H", "C", "O", "N", "N", "H", "H", "H", "H", "C", "O", "N", "N", "H", "H", "H", "H", "C", "O", "N", "N", "H", "H", "H", "H"], "coordinates": [[-2.083, -0.516, -0.576], [-0.784, -0.363, 0.259], [0.059, 0.885, -0.079], [1.366, 0.995, 0.422], [2.149, -0.213, 0.475], [-1.210, -0.276, 1.672], [-2.649, 0.415, -0.520], [-2.702, -1.292, -0.137], [-1.742, -0.774, -1.580], [-0.151, -1.244, 0.125], [-0.525, 1.799, 0.044], [0.134, 0.818, -1.180], [1.755, -0.728, 1.352], [3.200, 0.032, 0.622], [2.080, -0.782, -0.454], [-0.416, -0.213, 2.306], [-1.670, 0.631, 1.678], [-5.485, -1.596, -3.484], [-5.968, -2.527, -2.383], [-5.240, -2.098, -1.127], [-5.708, -2.928, -0.029], [-5.033, -2.609, 1.192], [-7.426, -2.364, -2.331], [-5.795, -0.551, -3.399], [-5.829, -1.914, -4.470], [-4.396, -1.560, -3.563], [-5.814, -3.571, -2.654], [-5.391, -1.073, -0.783], [-4.171, -2.269, -1.278], [-5.232, -1.582, 1.515], [-3.962, -2.817, 1.183], [-5.484, -3.172, 2.010], [-7.703, -2.728, -1.417], [-7.688, -1.396, -2.151], [5.033, -0.791, -4.854], [4.943, -1.270, -3.387], [4.069, -0.460, -2.451], [4.183, 0.919, -2.779], [3.657, 1.782, -1.773], [4.465, -2.665, -3.375], [5.379, 0.241, -4.830], [4.117, -1.018, -5.400], [5.817, -1.399, -5.309], [6.001, -1.244, -3.093], [4.394, -0.583, -1.413], [3.052, -0.835, -2.605], [2.632, 1.500, -1.524], [3.608, 2.711, -2.342], [4.262, 1.837, -0.866], [5.136, -3.174, -3.950], [4.891, -2.938, -2.478], [1.207, 5.067, -0.500], [0.745, 5.504, 0.563], [1.567, 5.886, -1.535], [1.395, 3.775, -0.751], [1.567, 5.557, -2.481], [1.404, 6.862, -1.352], [1.992, 3.687, -1.554], [1.212, 2.988, -0.146], [6.382, -3.077, -0.012], [5.862, -3.668, -0.964], [5.758, -2.203, 0.803], [7.701, -3.186, 0.237], [6.094, -2.010, 1.730], [4.783, -2.000, 0.665], [8.149, -2.935, 1.101], [8.284, -3.764, -0.344], [-2.310, -3.872, -2.960], [-2.582, -3.468, -4.087], [-1.199, -3.381, -2.322], [-2.915, -4.853, -2.270], [-0.777, -3.683, -1.466], [-0.683, -2.863, -3.020], [-2.602, -5.106, -1.354], [-3.770, -5.178, -2.692], [3.555, -2.823, 3.852], [3.872, -2.089, 4.784], [4.442, -3.677, 3.234], [2.340, -2.805, 3.257], [5.404, -3.837, 3.459], [4.070, -4.092, 2.400], [1.726, -2.075, 3.629], [2.276, -3.224, 2.350], [-1.275, 3.280, 2.643], [-1.679, 2.255, 3.210], [0.036, 3.618, 2.741], [-1.870, 3.863, 1.566], [0.475, 4.422, 2.323], [0.598, 3.079, 3.387], [-1.367, 4.410, 0.895], [-2.734, 3.362, 1.344], [-3.078, 2.840, -2.927], [-3.840, 3.804, -2.882], [-3.214, 1.845, -3.842], [-1.995, 2.677, -2.144], [-3.984, 1.932, -4.482], [-2.535, 1.105, -3.899], [-1.731, 3.429, -1.532], [-1.409, 1.872, -2.281], [0.748, 1.358, -4.355], [0.342, 0.323, -3.838], [2.018, 1.701, -4.608], [-0.160, 2.328, -4.753], [2.762, 1.185, -4.152], [2.140, 2.627, -4.974], [-1.133, 2.116, -4.634], [0.130, 3.289, -4.768], [0.759, -0.025, 4.927], [0.786, -0.521, 3.775], [1.730, -0.297, 5.827], [-0.195, 0.820, 5.329], [2.576, -0.800, 5.586], [1.591, 0.092, 6.742], [-0.012, 1.327, 6.176], [-0.969, 1.124, 4.748], [-5.231, 2.239, 0.187], [-4.137, 2.521, 0.689], [-5.345, 1.731, -1.063], [-6.383, 2.407, 0.879], [-4.509, 1.636, -1.608], [-6.293, 1.708, -1.391], [-6.344, 2.598, 1.863], [-7.192, 2.013, 0.431], [-2.833, -2.366, 5.048], [-3.965, -2.521, 5.489], [-2.578, -1.651, 3.928], [-1.652, -2.906, 5.509], [-1.695, -1.384, 3.536], [-3.438, -1.504, 3.422], [-0.793, -2.695, 5.041], [-1.615, -3.344, 6.414], [3.207, 2.956, 3.924], [2.160, 3.240, 4.488], [3.279, 2.045, 2.910], [4.399, 3.587, 4.123], [2.544, 1.380, 2.724], [4.202, 1.796, 2.604], [5.290, 3.200, 3.885], [4.338, 4.382, 4.738]], "lowdin_charge": [-0.043, -0.381, -0.216, -0.224, -0.086, 0.063, 0.060, 0.047, 0.065, 0.117, 0.106, 0.101, 0.070, 0.070, 0.088, 0.024, 0.059, -0.078, -0.424, -0.196, -0.196, -0.115, 0.034, 0.064, 0.083, 0.059, 0.134, 0.113, 0.092, 0.085, 0.076, 0.089, 0.066, 0.064, -0.055, -0.446, -0.195, -0.225, -0.095, 0.038, 0.072, 0.082, 0.073, 0.134, 0.105, 0.126, 0.065, 0.084, 0.102, 0.074, 0.023, -0.663, 0.003, 0.152, 0.204, 0.090, 0.108, 0.066, 0.077, -0.670, 0.009, 0.161, 0.157, 0.095, 0.088, 0.100, 0.111, -0.701, 0.019, 0.148, 0.170, 0.093, 0.107, 0.101, 0.110, -0.660, 0.004, 0.142, 0.169, 0.099, 0.085, 0.058, 0.094, -0.637, -0.026, 0.172, 0.166, 0.067, 0.050, 0.068, 0.043, -0.728, 0.023, 0.158, 0.192, 0.119, 0.089, 0.105, 0.063, -0.669, 0.010, 0.191, 0.150, 0.078, 0.102, 0.047, 0.090, -0.644, -0.069, 0.186, 0.205, 0.066, 0.103, 0.110, 0.083, -0.640, -0.005, 0.187, 0.168, 0.064, 0.104, 0.115, 0.094, -0.684, 0.014, 0.158, 0.147, 0.042, 0.088, 0.072, 0.096, -0.656, 0.017, 0.178, 0.151, 0.078, 0.088, 0.092, 0.107]}


For reference, total energy by record: -56242.5613; -91027.1432 eV.